Record 1
Entry from OMol25: one molecule with the formula C6H10O (the ωB97M-V functional and the def2-TZVPD basis).

Atoms and positions in Å:
C (-1.1749, -1.9746, -0.7455)
C (-0.5244, -1.1154, 0.2738)
C (-0.1291, 1.5994, -0.3712)
C (1.0932, 1.3465, 0.4572)
C (-0.1839, 1.7306, 1.1329)
O (1.6154, 0.0565, 0.6674)
C (0.9233, -1.0067, 0.0670)
H (-0.5544, -2.3974, -1.5536)
H (-1.9638, -1.3532, -1.1990)
H (-1.7359, -2.7641, -0.2326)
H (-0.6183, 0.7612, -0.8611)
H (-0.1785, 2.5094, -0.9607)
H (1.9056, 2.0670, 0.3985)
H (-0.3027, 2.7262, 1.5473)
H (-0.6527, 0.9207, 1.6823)
H (1.2997, -1.1888, -0.9584)
H (1.1814, -1.9174, 0.6556)

For the LUMO energy, the calculation gives 0.24 eV. The spin multiplicity is 1. The HOMO energy comes out at -8.5 eV.

=====

Record 2
Entry from OMol25: a 2-piece molecular cluster, C6H10O overall (the ωB97M-V functional and the def2-TZVPD basis).

Atoms and positions in Å:
C (-1.9278, -0.4023, -0.2810)
C (-1.0967, 0.8616, -0.3507)
C (-0.2750, 1.3663, 0.7862)
C (0.4866, 0.6701, -0.2718)
C (0.9550, -0.6641, 0.1735)
C (2.2908, -1.0839, -0.4306)
O (3.0151, -0.3793, -1.1015)
H (-2.9953, -0.1608, -0.2661)
H (-1.7092, -0.9763, 0.6234)
H (-1.7393, -1.0361, -1.1562)
H (-1.5559, 1.6017, -1.0288)
H (-0.1837, 2.4638, 0.7906)
H (-0.0446, 0.5822, 1.7717)
H (1.2342, 1.2330, -0.8352)
H (0.2581, -1.4985, 0.1509)
H (0.7000, -0.4513, 1.6317)
H (2.5876, -2.1261, -0.2061)

For the LUMO energy, the calculation gives 0.33 eV. The spin multiplicity is 1. The HOMO energy comes out at -9.8 eV.

=====

Record 3
Entry from OMol25: a 2-piece molecular cluster, C6H10O overall (the ωB97M-V functional and the def2-TZVPD basis).

Atoms and positions in Å:
C (2.0412, 1.2945, 0.2367)
C (0.8682, 0.6810, 0.1620)
C (0.1754, -0.3836, 1.0108)
C (-1.0026, -0.3029, 0.0340)
O (-1.7040, -1.4050, -0.4198)
C (-1.5313, 1.0878, -0.0733)
C (-0.2620, 0.7117, -0.8175)
H (2.7288, 1.1082, 1.0580)
H (2.3578, 1.9992, -0.5287)
H (-0.0202, -0.1669, 2.0672)
H (0.6860, -1.3467, 0.9155)
H (-2.5001, -1.4934, 0.1202)
H (-2.4025, 1.1850, -0.7170)
H (-1.4930, 1.7875, 0.7612)
H (-0.1905, 0.7882, -1.8974)
H (1.4939, -2.8033, -0.9174)
H (0.7549, -2.7413, -0.9945)

For the LUMO energy, the calculation gives 0.88 eV. The spin multiplicity is 1. The HOMO energy comes out at -9.0 eV. The SMILES is C=C1C[C@@]2(O)C[C@@H]12.[H][H].

=====

Record 4
Entry from OMol25: one molecule with the formula C6H10O (the ωB97M-V functional and the def2-TZVPD basis).

Atoms and positions in Å:
C (-1.2279, 0.1505, 3.1588)
C (-0.2031, -0.2040, 2.1076)
C (-0.1387, 0.3298, 0.8850)
C (0.5713, -0.3727, -0.1943)
C (0.4278, -0.0228, -1.4668)
C (1.0003, -0.7497, -2.6529)
O (-0.4156, 1.0197, -1.7889)
H (-0.7890, 0.0088, 4.1458)
H (-1.5264, 1.1907, 3.1177)
H (-2.0754, -0.5083, 2.9924)
H (0.4716, -1.0269, 2.3150)
H (-0.7186, 1.1583, 0.5292)
H (1.1030, -1.2783, 0.0673)
H (0.6748, -1.7860, -2.7429)
H (2.0855, -0.8444, -2.5600)
H (0.7157, -0.2496, -3.5707)
H (-0.9000, 0.8655, -2.6092)

For the LUMO energy, the calculation gives 0.84 eV. The spin multiplicity is 1. The HOMO energy comes out at -7.7 eV. The SMILES is C/C=C/C=C(/C)O.

=====

Record 5
Entry from OMol25: a 2-piece molecular cluster, C6H10O overall (the ωB97M-V functional and the def2-TZVPD basis).

Atoms and positions in Å:
C (2.2498, 0.0549, -0.0220)
C (0.7719, -0.1658, -0.1961)
C (-0.0958, 0.6074, -0.8816)
C (-1.4412, -0.0478, -0.9233)
C (-1.3154, -1.1079, 0.1457)
C (-0.0043, -1.2343, 0.4458)
H (2.4610, 0.9413, 0.5877)
H (2.7410, 0.2013, -0.9897)
H (2.7305, -0.7998, 0.4644)
H (0.1072, 1.5762, -1.3266)
H (-1.4741, -0.6055, -1.8735)
H (-2.3086, 0.6152, -0.9002)
H (-2.1194, -1.7604, 0.4674)
H (0.4334, -1.9941, 1.0866)
O (-1.1776, 1.5407, 1.2462)
H (-1.3087, 0.5721, 1.1691)
H (-0.2497, 1.6066, 1.5002)

For the LUMO energy, the calculation gives 0.90 eV. The spin multiplicity is 1. The HOMO energy comes out at -8.4 eV. The SMILES is CC1=CCC=C1.O.

=====

Record 6
Entry from OMol25: C6H10O as an isolated structure (the ωB97M-V functional and the def2-TZVPD basis).

Atoms and positions in Å:
C (2.2732, 0.1516, 0.5678)
O (0.9797, -0.2892, 0.9195)
C (0.3354, -0.8931, -0.1506)
C (-1.1513, -0.8474, -0.2057)
C (-1.8423, 0.2292, 0.6116)
C (-0.7205, 1.3539, -0.8796)
C (-0.3368, -0.0649, -1.2146)
H (2.6983, 0.6435, 1.4457)
H (2.2393, 0.8619, -0.2706)
H (2.9169, -0.6935, 0.2826)
H (0.7908, -1.8292, -0.4825)
H (-1.6955, -1.7528, -0.4588)
H (-2.9278, 0.1015, 0.6516)
H (-1.4310, 0.3892, 1.6088)
H (-1.8444, 1.2311, -0.0354)
H (-0.0185, 1.7564, -0.1274)
H (-0.2655, -0.3483, -2.2623)

For the LUMO energy, the calculation gives 0.47 eV. The spin multiplicity is 1. The HOMO energy comes out at -8.2 eV.

=====

Record 7
Entry from OMol25: one molecule with the formula C6H10O (the ωB97M-V functional and the def2-TZVPD basis).

Atoms and positions in Å:
C (-1.2464, 1.3308, 0.6926)
C (0.2010, 0.8850, 0.7538)
C (0.5356, -0.6148, 1.0822)
C (0.8084, -0.8688, -0.4199)
O (1.7961, -1.6859, -0.9287)
C (-0.4403, -0.6110, -1.1574)
C (0.5535, 0.5644, -0.6823)
H (-1.3235, 2.1944, 0.0165)
H (-1.7142, 1.5785, 1.6490)
H (-1.7009, 0.5085, 0.1123)
H (0.8384, 1.5896, 1.3022)
H (-0.2606, -1.1986, 1.5588)
H (1.4632, -0.7180, 1.6519)
H (1.3296, -2.4640, -1.2568)
H (-0.4694, -0.6754, -2.2371)
H (-1.3417, -1.0749, -0.7273)
H (0.9712, 1.2603, -1.4100)

For the LUMO energy, the calculation gives 0.93 eV. The spin multiplicity is 1. The HOMO energy comes out at -9.5 eV. The SMILES is C[C@H]1C[C@@]2(O)C[C@@H]12.

=====

Record 8
Entry from OMol25: C6H10O as an isolated structure (the ωB97M-V functional and the def2-TZVPD basis).

Atoms and positions in Å:
C (-1.4757, -0.6381, -0.5020)
C (-0.4833, -0.0822, 0.4980)
O (-1.0927, -0.1195, 1.7789)
C (-0.0960, 1.3874, 0.1037)
C (1.2081, 1.2151, -0.6182)
C (1.7152, -0.0161, -0.4381)
C (0.8099, -0.9298, 0.3049)
H (-1.6547, -1.6904, -0.2595)
H (-1.0450, -0.5701, -1.5073)
H (-2.4154, -0.0890, -0.4597)
H (-0.4140, -0.3539, 2.4206)
H (-0.8791, 1.8987, -0.4844)
H (0.0340, 1.9895, 1.0150)
H (1.6914, 2.0288, -1.1618)
H (2.6670, -0.3511, -0.8228)
H (0.9689, -1.9931, 0.5996)
H (0.5557, -2.0454, -0.4920)

For the LUMO energy, the calculation gives 0.74 eV. The spin multiplicity is 1. The HOMO energy comes out at -8.4 eV.

=====

Record 9
Entry from OMol25: one molecule with the formula C6H10O (the ωB97M-V functional and the def2-TZVPD basis).

Atoms and positions in Å:
O (0.3139, 1.8999, 1.2500)
C (-0.4461, 0.7011, 1.0891)
C (0.4351, -0.5049, 1.2945)
C (0.8079, -1.3272, 0.3155)
C (0.3947, -1.1428, -1.1209)
C (-0.1040, 0.2799, -1.3818)
C (-1.0868, 0.7187, -0.2976)
H (1.0594, 1.6919, 1.8280)
H (-1.2489, 0.6865, 1.8446)
H (0.8005, -0.6650, 2.3109)
H (1.4518, -2.1746, 0.5484)
H (-0.3864, -1.8763, -1.3729)
H (1.2454, -1.3756, -1.7734)
H (0.7495, 0.9687, -1.3820)
H (-0.5735, 0.3406, -2.3703)
H (-1.4562, 1.7320, -0.4906)
H (-1.9563, 0.0472, -0.2916)

For the LUMO energy, the calculation gives 1.01 eV. The spin multiplicity is 1. The HOMO energy comes out at -9.6 eV. The SMILES is O[C@@H]1C=CCCC1.

=====

Record 10
Entry from OMol25: one molecule with the formula C6H10O (the ωB97M-V functional and the def2-TZVPD basis).

Atoms and positions in Å:
C (-0.9008, 0.1930, 2.4834)
O (-0.0308, -0.0546, 1.3787)
C (-0.1964, -1.2026, 0.7549)
C (-0.6441, -0.2692, -1.3475)
C (0.2964, 0.9578, -1.3527)
C (1.4651, 0.0787, -0.8608)
C (0.4735, -1.0782, -0.5813)
H (-0.3009, 0.4162, 3.3683)
H (-1.5391, -0.6789, 2.6408)
H (-1.5060, 1.0669, 2.2228)
H (-1.5751, -0.1417, -0.7830)
H (-0.9057, -0.6672, -2.3317)
H (0.4362, 1.4347, -2.3254)
H (0.0034, 1.7221, -0.6273)
H (2.1754, -0.1560, -1.6601)
H (2.0241, 0.4410, 0.0070)
H (0.7248, -2.0623, -0.9861)

For the LUMO energy, the calculation gives 1.05 eV. The spin multiplicity is 1. The HOMO energy comes out at -8.3 eV.

=====

Record 11
Entry from OMol25: one molecule with the formula C6H10O (the ωB97M-V functional and the def2-TZVPD basis).

Atoms and positions in Å:
O (1.7980, -0.7291, 0.8127)
C (1.3063, 0.5459, 1.1829)
C (-0.1634, 0.5218, 1.6120)
C (-1.0640, -0.2442, 0.6352)
C (-1.1280, 0.3348, -0.7748)
C (0.0307, 0.2875, -1.7365)
C (-0.9384, -0.5302, -1.9894)
H (1.3918, -0.9583, -0.0347)
H (1.9304, 0.8774, 2.0184)
H (1.4476, 1.2714, 0.3676)
H (-0.2397, 0.0556, 2.6029)
H (-0.5151, 1.5580, 1.7165)
H (-2.0817, -0.2848, 1.0462)
H (-0.7174, -1.2845, 0.5901)
H (-1.8164, 1.1847, -0.8566)
H (0.9720, 0.7247, -2.0340)
H (-1.3779, -1.2797, -2.6279)

For the LUMO energy, the calculation gives 1.11 eV. The spin multiplicity is 1. The HOMO energy comes out at -9.7 eV. The SMILES is OCCCC1C=C1.

=====

Record 12
Entry from OMol25: a 2-piece molecular cluster, C6H10O overall (the ωB97M-V functional and the def2-TZVPD basis).

Atoms and positions in Å:
C (-0.9145, 2.5211, 0.5295)
C (-0.4214, 1.4419, 0.7428)
C (0.1626, 0.1160, 0.9706)
O (-0.0906, -0.5128, 1.9760)
C (1.1085, -0.3800, -0.0998)
C (2.4909, 0.2582, 0.0787)
H (-1.3615, 3.4765, 0.3570)
H (1.1682, -1.4677, -0.0033)
H (0.7037, -0.1332, -1.0881)
H (3.1804, -0.0954, -0.6932)
H (2.9094, -0.0017, 1.0559)
H (2.4336, 1.3496, 0.0084)
C (-2.2702, -1.3463, -0.7933)
H (-3.3531, -1.4088, -0.9227)
H (-1.9257, -0.3648, -1.1321)
H (-1.7855, -2.1300, -1.3811)
H (-2.0235, -1.4776, 0.2629)

For the LUMO energy, the calculation gives 0.30 eV. The spin multiplicity is 1. The HOMO energy comes out at -10.3 eV. The SMILES is C#CC(=O)CC.C.

=====

Relative energy (zero: lowest compared OMol25 entry of this formula, charge and spin), record by record: 462.06; 352.28; 278.54; 88.12; 92.09; 518.25; 210.24; 265.86; 2.25; 312.44; 236.32; 174.65 kJ/mol
Largest force on an atom, record by record: 0.4; 4.1; 0.3; 1.3; 0.9; 0.3; 1.5; 3.1; 0.4; 0.5; 0.4; 0.6 eV/Å